Molecular formula: C5H8O2
Method: DFT, the ωB97M-V functional and the def2-TZVPD basis

Positions of all 15 atoms, in Å:
O -2.071 1.255 -0.024
O 3.173 0.660 0.601
C 0.900 0.126 1.498
C 0.923 0.649 -0.579
C 1.982 0.510 0.548
C -1.508 0.066 0.495
C -0.031 0.252 0.537
H 0.794 1.655 -0.987
H 0.867 -0.139 2.550
H -1.887 -0.171 1.500
H 1.026 -0.073 -1.398
H -1.726 -0.796 -0.157
H 0.133 -2.795 -0.436
H -3.023 1.122 -0.105
H 0.395 -2.342 0.096

Results
Gap between HOMO and LUMO: 10.0 eV
HOMO energy: -9.61 eV
ΔE to the lowest compared entry with this formula, charge and spin: 65.1 kcal per mole
Energy: -9407.0103 eV
LUMO level: 0.4 eV